{"formula": "C36H37ClN6O2PSn", "method": "ωB97M-V with the def2-TZVPD basis set", "elements": ["Sn", "C", "C", "C", "C", "C", "C", "C", "C", "C", "C", "H", "H", "H", "H", "H", "H", "H", "H", "H", "H", "H", "H", "H", "H", "H", "Cl", "C", "C", "C", "C", "C", "C", "P", "C", "C", "C", "C", "C", "C", "C", "C", "C", "C", "C", "C", "H", "H", "H", "H", "H", "H", "H", "H", "H", "H", "H", "H", "H", "H", "N", "C", "N", "C", "N", "N", "C", "N", "C", "C", "C", "C", "C", "N", "H", "H", "H", "H", "H", "H", "H", "H", "O", "O"], "positions_angstrom": [[-0.957, -1.067, 0.102], [-3.524, -1.367, 0.421], [-3.097, -1.619, -0.920], [-2.362, -2.846, -0.911], [-2.358, -3.339, 0.429], [-3.074, -2.436, 1.235], [-3.304, -2.559, 2.711], [-1.727, -4.623, 0.876], [-1.950, -3.606, -2.135], [-3.562, -0.906, -2.154], [-4.410, -0.241, 0.861], [-4.236, -3.088, 2.923], [-3.370, -1.582, 3.190], [-2.501, -3.112, 3.198], [-2.444, -5.447, 0.842], [-1.362, -4.558, 1.902], [-0.886, -4.898, 0.237], [-1.651, -2.940, -2.946], [-2.787, -4.205, -2.503], [-1.121, -4.284, -1.937], [-4.466, -1.379, -2.547], [-2.814, -0.932, -2.948], [-3.801, 0.139, -1.958], [-5.452, -0.566, 0.907], [-4.369, 0.601, 0.169], [-4.144, 0.125, 1.853], [2.570, 3.393, 2.638], [3.815, 2.246, 3.039], [4.658, 2.605, 4.083], [5.724, 1.793, 4.423], [5.953, 0.624, 3.713], [5.099, 0.272, 2.684], [4.001, 1.061, 2.323], [2.987, 0.490, 0.890], [3.118, -1.308, 1.058], [2.231, -1.950, 1.921], [2.276, -3.329, 2.063], [3.218, -4.073, 1.360], [4.108, -3.434, 0.509], [4.054, -2.054, 0.350], [3.955, 1.099, -0.501], [3.688, 0.605, -1.781], [4.431, 1.029, -2.866], [5.438, 1.972, -2.689], [5.701, 2.479, -1.427], [4.971, 2.037, -0.332], [4.473, 3.529, 4.612], [6.378, 2.080, 5.236], [6.790, -0.015, 3.963], [5.289, -0.650, 2.150], [1.509, -1.369, 2.483], [1.588, -3.823, 2.736], [3.264, -5.147, 1.487], [4.851, -4.007, -0.032], [4.749, -1.563, -0.321], [2.891, -0.114, -1.919], [4.222, 0.633, -3.852], [6.015, 2.313, -3.538], [6.479, 3.218, -1.289], [5.194, 2.429, 0.651], [1.379, -3.238, -1.458], [1.180, -2.271, -2.374], [1.782, -2.401, -3.550], [1.557, -1.406, -4.410], [2.105, -1.496, -5.625], [0.838, -0.293, -4.144], [0.284, -0.276, -2.953], [0.373, -1.242, -2.036], [-0.495, 0.936, -2.571], [-0.566, 2.036, -3.409], [-1.273, 3.149, -2.978], [-1.878, 3.125, -1.734], [-1.762, 1.978, -0.965], [-1.089, 0.910, -1.378], [2.089, -3.918, -1.673], [1.219, -3.040, -0.482], [2.614, -2.323, -5.879], [1.918, -0.781, -6.305], [-0.070, 2.004, -4.367], [-1.344, 4.026, -3.608], [-2.431, 3.974, -1.358], [-2.219, 1.910, 0.016], [1.473, 0.375, -0.062], [1.555, 1.060, 1.277]], "relative_energy_kj_mol": 0.0, "total_energy_ha": -2888.7492, "e_lumo_ev": -2.8799, "charge": 1}